No. 1
Computed, not measured: a molecular structure, C42H42Cl5N4O8PS2SiTi at a distorted geometry, with ωB97M-V with the def2-TZVPD basis set.

The charge is -2. The spin multiplicity is 3. The calculation puts the orbital gap (alpha / beta) at 0.1284 / 0.2026 hartree. As for the HOMO energy (alpha / beta): -0.25 / -2.27 eV.

The geometry in XYZ format:
```
106
Properties=species:S:1:pos:R:3:mulliken_spin:R:1
Ti -0.93344 0.12249 -0.46844 1.020
O -1.77133 6.90300 -2.53378 0.000
C -2.20507 5.83351 -3.36709 0.001
C -1.94216 4.52757 -2.66411 -0.001
C -2.97552 3.80048 -2.09344 0.003
C -2.69334 2.58135 -1.48967 -0.017
N -1.46006 2.09259 -1.44937 0.016
C -0.44492 2.79400 -1.98162 0.019
C -0.65035 4.01648 -2.60110 0.002
C 0.88057 2.10782 -1.95911 0.019
C 2.05386 2.75729 -2.26484 -0.007
C 3.23269 2.00906 -2.35861 0.004
C 4.52845 2.65502 -2.76350 0.000
O 4.70183 2.60814 -4.18831 0.000
C 3.15122 0.65076 -2.11286 -0.003
C 1.92761 0.07875 -1.74923 0.022
N 0.81702 0.79471 -1.66448 -0.011
H -1.67768 7.69191 -3.07497 0.000
H -1.65939 5.84679 -4.31893 0.000
H -3.27757 5.92102 -3.58445 0.000
H -3.99667 4.15456 -2.12648 0.000
H -3.45680 1.96267 -1.04206 0.027
H 0.17376 4.55289 -3.04881 0.000
H 2.07317 3.82574 -2.42567 -0.001
H 5.35742 2.17981 -2.23721 0.000
H 4.52018 3.71237 -2.49682 0.000
H 4.52153 1.70310 -4.46247 0.000
H 4.03770 0.02967 -2.10323 0.000
H 1.83362 -0.95829 -1.45420 0.001
O 0.30122 -3.60353 0.33233 0.095
C -0.28506 -2.53749 0.44236 -0.039
O 0.10420 -1.44146 -0.20967 -0.022
C -1.49866 -2.30017 1.22179 0.364
C -2.15031 -3.33499 1.89626 -0.117
C -3.33656 -3.10490 2.54092 0.315
C -3.88648 -1.77890 2.50645 -0.018
C -5.09970 -1.45008 3.11339 0.004
C -5.61371 -0.16364 3.07158 0.071
C -4.89486 0.82593 2.40435 -0.006
C -3.69944 0.52612 1.78008 0.102
C -3.15666 -0.76956 1.81332 -0.028
N -1.98108 -1.02445 1.18269 0.211
H -1.68043 -4.30933 1.87356 -0.009
H -3.86383 -3.88720 3.07215 0.035
H -5.64104 -2.23546 3.63216 -0.005
H -6.55323 0.06941 3.55556 0.013
H -5.26219 1.84512 2.37692 -0.002
H -3.14366 1.30964 1.27923 0.006
Cl -1.54630 3.42624 1.61570 0.002
Si -0.12694 1.74456 1.52991 -0.035
Cl -0.23325 1.06115 3.51609 0.000
Cl 1.64068 2.90055 1.50663 -0.001
C 4.55292 1.17254 3.92923 0.000
C 5.26084 -0.17261 3.86965 0.000
C 4.40193 -1.30192 4.41555 0.000
O 5.76141 -0.52185 2.56752 0.000
P 5.04073 -0.15228 1.15013 0.000
S 5.62445 1.63017 0.53341 0.000
S 3.12460 -0.55955 1.19902 0.002
O 5.85572 -1.20400 0.20376 0.000
C 6.11446 -2.58689 0.45347 0.000
C 4.98941 -3.35439 1.12171 0.000
C 7.43320 -2.73165 1.20441 0.000
H 4.41044 1.44151 4.97868 0.000
H 3.57936 1.13240 3.44245 0.000
H 5.14286 1.94314 3.43943 0.000
H 6.17606 -0.10531 4.47400 0.000
H 3.50667 -1.42286 3.80936 0.000
H 4.10724 -1.07603 5.44261 0.000
H 4.95874 -2.24083 4.41575 0.000
H 6.25009 -3.00024 -0.55580 0.000
H 4.82727 -3.01704 2.14369 0.000
H 5.26736 -4.41143 1.14309 0.000
H 4.04420 -3.24505 0.59551 0.000
H 7.33545 -2.33802 2.21465 0.000
H 8.22167 -2.17850 0.69497 0.000
H 7.71831 -3.78522 1.25646 0.000
Cl -6.22114 1.60509 -0.70963 0.002
C -6.45109 1.93302 -2.39397 0.000
C -7.02461 3.15146 -2.73308 0.000
C -7.09230 3.56359 -4.05295 0.000
C -6.57473 2.74303 -5.04189 0.000
C -6.04967 1.51222 -4.70194 0.000
Cl -5.42110 0.49965 -5.97299 0.000
C -5.98740 1.03716 -3.38077 0.000
N -5.43872 -0.19934 -3.13001 0.003
C -5.84193 -1.14097 -2.17186 -0.005
C -7.13676 -1.13677 -1.66779 -0.001
C -7.49431 -2.02383 -0.66442 0.003
C -6.57074 -2.93163 -0.17962 -0.008
C -5.30336 -2.98033 -0.74242 -0.006
C -4.92242 -2.11164 -1.75552 0.018
C -3.56168 -2.24014 -2.37487 0.014
C -2.57229 -1.12041 -2.05885 0.009
O -1.46246 -1.09370 -2.60998 -0.005
O -2.90286 -0.27886 -1.17247 -0.053
H -7.37223 3.78748 -1.93240 0.000
H -7.52326 4.52093 -4.30742 0.000
H -6.58524 3.03726 -6.08094 0.000
H -4.71173 -0.49119 -3.76382 0.000
H -7.85293 -0.41479 -2.03592 -0.001
H -8.49241 -1.98200 -0.24879 0.000
H -6.82365 -3.59517 0.63707 0.001
H -4.57192 -3.68475 -0.36649 0.004
H -3.59733 -2.36576 -3.46325 0.001
H -3.09257 -3.15336 -2.00102 -0.005
```


No. 2
Computed, not measured: a molecular structure, C42H42ClN15OV, with ωB97M-V with the def2-TZVPD basis set.

The charge is +2. The spin multiplicity is 4. The calculation puts the orbital gap (alpha / beta) at 0.2493 / 0.2410 hartree. As for the HOMO energy (alpha / beta): -12.59 / -12.59 eV.

The geometry in XYZ format:
```
102
Properties=species:S:1:pos:R:3:mulliken_spin:R:1
V 1.55734 0.92541 0.31140 2.831
C 5.99450 -0.41554 0.69516 0.005
C 4.61960 -0.36959 0.91251 0.009
N 3.88606 0.67557 0.55145 0.015
C 4.54541 1.69401 -0.03433 -0.026
C 5.91132 1.61651 -0.26927 0.000
N 6.64115 0.56810 0.09434 0.004
C 3.74534 2.88321 -0.44191 0.089
C 4.27712 4.10359 -0.82605 -0.012
C 3.41436 5.13919 -1.18585 0.007
C 2.03906 4.90425 -1.14917 -0.012
C 1.57966 3.65499 -0.76993 0.064
N 2.42812 2.69219 -0.39804 -0.041
C 0.13529 3.32754 -0.57893 0.038
C -0.88846 4.18314 -0.96624 -0.002
N -2.15943 3.95299 -0.65936 0.025
C -2.41390 2.86912 0.05753 -0.003
C -1.40889 1.97494 0.41709 0.050
N -0.14743 2.18413 0.07192 -0.083
C 3.94497 6.46167 -1.58144 0.003
C 3.34919 7.19088 -2.60616 0.004
C 3.88896 8.42325 -2.94185 -0.001
N 4.94006 8.96012 -2.33393 0.003
C 5.49907 8.25878 -1.35540 -0.001
C 5.05190 7.01223 -0.94412 0.005
H 6.56844 -1.27751 1.01037 0.000
H 4.11189 -1.21089 1.36733 -0.009
H 6.43480 2.41265 -0.78110 0.000
H 5.34436 4.26241 -0.84952 -0.001
H 1.35531 5.70342 -1.39193 -0.002
H -0.68114 5.07356 -1.54468 -0.001
H -3.43834 2.67491 0.34804 -0.001
H -1.61467 1.06956 0.97035 0.007
H 2.50577 6.80867 -3.16440 0.000
H 3.45139 9.00377 -3.74531 0.000
H 6.35151 8.71597 -0.86705 0.000
H 5.54814 6.51187 -0.12417 0.000
C -3.35174 -5.83290 -2.04315 0.000
C -3.45469 -5.30268 -0.61024 0.000
C -4.85510 -5.63138 -0.07872 0.000
C -2.43436 -6.03510 0.27034 0.000
C -3.20481 -3.75711 -0.55729 0.001
O -3.23602 -3.28850 0.77856 0.000
C -4.20185 -2.97649 -1.43294 0.000
C -4.15323 -1.45315 -1.28715 -0.001
C -4.81274 -0.90054 -0.04931 -0.002
C -4.06204 -0.43633 1.02279 0.002
C -4.65594 0.07885 2.16162 0.000
C -6.04152 0.12754 2.23034 0.000
Cl -6.79992 0.76932 3.64911 0.000
C -6.81836 -0.33871 1.18232 0.000
C -6.19799 -0.84956 0.05158 0.000
C -1.75654 -3.44548 -1.05155 -0.001
N -0.96562 -2.58289 -0.18004 0.007
C -0.59383 -1.32241 -0.35152 0.048
N 0.18326 -0.92064 0.65538 -0.038
C 0.22779 -2.04070 1.43670 0.010
N -0.43840 -3.05802 0.96550 -0.002
H -3.42396 -6.92002 -2.03532 0.000
H -2.39731 -5.58728 -2.51288 0.000
H -4.14921 -5.46387 -2.68697 0.000
H -4.97725 -6.71173 -0.01588 0.000
H -5.65173 -5.25811 -0.71998 0.000
H -5.01969 -5.25263 0.93180 0.000
H -2.75564 -7.06614 0.40956 0.000
H -2.33359 -5.57149 1.25005 0.000
H -1.44298 -6.08057 -0.18074 0.000
H -4.12114 -3.41907 1.13717 0.000
H -5.22340 -3.30407 -1.23668 0.000
H -4.00419 -3.23528 -2.47541 0.000
H -4.65196 -1.01354 -2.15450 0.000
H -3.12086 -1.09792 -1.33952 0.001
H -2.98729 -0.53884 0.98110 -0.001
H -4.06525 0.41934 3.00161 0.000
H -7.89546 -0.29344 1.25131 0.000
H -6.81433 -1.19690 -0.76799 0.000
H -1.77717 -2.95175 -2.02358 0.001
H -1.16679 -4.35214 -1.15289 0.000
H -0.88232 -0.73715 -1.20861 -0.019
H 0.74514 -2.10711 2.37643 0.001
N 1.88555 -2.90586 -3.58499 0.001
C 2.51478 -3.34649 -2.48000 0.001
N 2.83106 -4.63596 -2.38755 0.002
N 2.84037 -2.56528 -1.44092 0.003
C 2.39496 -1.34234 -1.50600 -0.005
N 2.01895 -0.24182 -1.50606 -0.010
H 1.76658 -3.50162 -4.38706 0.000
H 1.81482 -1.91277 -3.73988 0.001
H 2.71210 -5.28029 -3.14956 0.000
H 3.28107 -4.95739 -1.54738 0.000
N 1.60030 1.28162 7.82277 0.006
C 1.59864 1.28374 6.67651 -0.002
C 1.60344 1.27070 5.23819 0.009
C 1.22155 2.39382 4.51564 0.002
C 1.23451 2.31184 3.13479 0.060
N 1.59971 1.21251 2.47034 -0.073
C 1.99129 0.14931 3.17936 0.052
C 1.99809 0.12113 4.55879 0.014
H 0.91770 3.30515 5.00737 -0.001
H 0.93206 3.15919 2.53010 -0.001
H 2.30774 -0.71695 2.61455 -0.031
H 2.30695 -0.76480 5.09327 0.000
```